Arrangement a

# C4H7ClO

A 2-piece molecular cluster, C4H7ClO overall (the ωB97M-V functional and the def2-TZVPD basis, the Open Molecules 2025 dataset).

XYZ file:
```
13
Properties=species:S:1:pos:R:3:nbo_charge:R:1
C 1.3087 1.0970 0.9135 -0.50
C 0.0523 1.0998 0.6442 -0.21
C -0.8248 -1.2398 -0.8332 -0.69
C -1.1308 -0.7370 0.5759 0.16
O -2.4091 -0.4151 0.7572 -0.46
Cl -2.9415 0.8199 -0.4656 0.17
H 2.0247 1.8860 1.0349 0.21
H 2.0724 0.2661 0.9968 0.20
H -0.7099 1.9468 0.6454 0.21
H -0.9170 -2.3480 -0.9256 0.22
H -1.6217 -0.8135 -1.6107 0.24
H 0.1902 -0.8958 -1.0995 0.23
H -0.6281 -1.1339 1.4833 0.24
```

## Properties
Spin multiplicity: 1
Gap between HOMO and LUMO (spin up / spin down) (Ha): 0.2739 / 0.2739

***

Arrangement b

# C4H7ClO

One molecule with the formula C4H7ClO (the ωB97M-V functional and the def2-TZVPD basis, the Open Molecules 2025 dataset).

XYZ file:
```
13
Properties=species:S:1:pos:R:3:nbo_charge:R:1
C 1.4985 0.7201 0.3439 -0.39
C 0.0912 0.2422 -0.3510 -0.27
C -1.3471 0.6168 -0.1482 -0.08
C -0.4402 -1.2958 0.0215 -0.09
H 1.7019 0.9242 1.5163 0.23
H 1.6540 1.6752 -0.0970 0.21
H 0.2276 0.3901 -1.4229 0.22
H -1.4467 1.2389 0.6266 0.17
H -2.0229 0.7668 -1.0226 0.20
H -0.5839 -2.2233 -0.6489 0.20
H -0.1114 -1.7445 1.0607 0.19
O -1.8416 -0.7481 0.2252 -0.57
Cl 2.6206 -0.5627 -0.1037 -0.03
```

## Properties
Spin multiplicity: 1
Structure (SMILES): ClCC1COC1
Gap between HOMO and LUMO (Ha): 0.3817

***

Arrangement c

# C4H7ClO

One molecule with the formula C4H7ClO (the ωB97M-V functional and the def2-TZVPD basis, the Open Molecules 2025 dataset).

XYZ file:
```
13
Properties=species:S:1:pos:R:3:nbo_charge:R:1
C 0.8450 -0.6436 0.7914 -0.44
C 1.1916 0.8417 0.8784 -0.08
C -0.0863 -0.0849 -0.6172 0.37
C -1.5690 -0.2760 -0.7122 -0.71
O 0.4329 1.1304 -0.3284 -0.54
Cl 0.5490 -0.7906 -2.2270 -0.14
H 1.6629 -1.2503 0.4945 0.22
H 0.3148 -1.1144 1.6045 0.21
H 0.6175 1.3191 1.7005 0.18
H 2.1353 1.3448 0.6695 0.21
H -1.8114 0.4516 -1.5425 0.24
H -2.0662 0.3184 0.1270 0.22
H -2.2161 -1.2464 -0.8384 0.26
```

## Properties
Spin multiplicity: 1
Structure (SMILES): C[C@]1(Cl)CCO1
Gap between HOMO and LUMO (Ha): 0.4030

***

Arrangement d

# C4H7ClO

C4H7ClO as an isolated structure (the ωB97M-V functional and the def2-TZVPD basis, the Open Molecules 2025 dataset).

XYZ file:
```
13
Properties=species:S:1:pos:R:3:nbo_charge:R:1
C 1.1382 -0.1752 1.0639 -0.63
C 0.2303 0.2067 -0.0899 0.04
C -0.3633 -0.8078 -1.0757 -0.08
C -1.1797 0.6792 0.0340 -0.09
H 1.9856 -0.6269 0.7351 0.22
H 1.5373 0.6664 1.5921 0.23
H 0.5560 -0.8088 1.7163 0.22
H -0.4798 -1.8066 -0.6866 0.17
H 0.1571 -0.8217 -1.9906 0.19
H -1.4808 1.7309 -0.1064 0.21
H -1.6466 0.2866 0.9758 0.17
O -1.5590 -0.0845 -1.0991 -0.52
Cl 1.1047 1.5618 -1.0689 -0.14
```

## Properties
Spin multiplicity: 1
Gap between HOMO and LUMO (Ha): 0.4018

***

Which of them is most stable, and which least? Most stable: arrangement d; least stable: arrangement a.